The following is a DFT calculation (ωB97M-V/def2-TZVPD) of C11H14N2O2 in the gas phase in a non-equilibrium geometry.

```
29
Properties=species:S:1:pos:R:3
C 4.469 1.282 -0.673
C 4.472 -0.224 -0.493
C 3.507 -0.726 0.601
C 1.986 -0.307 0.613
N 1.112 -1.294 0.763
N -0.159 -0.984 0.298
C -0.930 0.139 0.099
O -0.340 1.193 0.152
C -2.391 0.096 0.052
C -3.001 -1.248 -0.377
C -4.239 -1.686 -0.492
C -5.081 -0.330 -0.133
C -4.584 0.805 -0.020
C -3.261 0.975 0.318
O -2.706 2.079 0.485
H 5.080 1.284 -1.610
H 3.480 1.868 -1.014
H 4.749 1.763 0.219
H 4.043 -0.625 -1.383
H 5.379 -0.650 -0.368
H 3.861 0.197 1.360
H 3.651 -1.589 0.971
H 1.724 0.873 0.567
H -0.626 -1.775 0.564
H -2.381 -2.103 -0.317
H -4.720 -2.475 -0.715
H -6.202 -0.496 -0.122
H -5.101 1.791 0.190
H -1.792 2.167 0.464
```

E_tot in hartree: -687.260565
Highest occupied orbital energy in eV: -8.5
LUMO energy in eV: 0.54
SMILES string: CCC/C=N/NC(=O)c1ccccc1O
Frontier orbital gap in eV: 9.04
Energy relative to the best compared isomer or geometry (same formula, charge and spin) in kcal per mole: 165.5

Here is what Löwdin gives for the atomic charges, in e:
1 C -0.1225
2 C -0.2836
3 C -0.1418
4 C -0.0932
5 N 0.0626
6 N 0.0259
7 C -0.3653
8 O 0.0510
9 C -0.0622
10 C -0.0372
11 C 0.0376
12 C -0.0335
13 C -0.0704
14 C -0.4059
15 O 0.1805
16 H 0.0831
17 H 0.1196
18 H 0.0416
19 H 0.0951
20 H 0.0723
21 H 0.1517
22 H 0.0172
23 H 0.1523
24 H 0.0779
25 H 0.0815
26 H 0.0215
27 H 0.1218
28 H 0.1624
29 H 0.0599